Record 1
Entry from the OMol25 dataset: C32H35BIIrN2O4Si as an isolated structure (wB97M-V/def2-TZVPD).

Last column: Mulliken charge in e.
CARTESIAN COORDINATES (ANGSTROEM)
1 C 4.6394 3.5637 -0.1242  -0.9646
2 C 2.5985 2.0657 -1.0242  0.1259
3 C -4.1492 1.1750 0.9529  -0.2959
4 C -1.3972 3.7930 0.1725  0.6608
5 H 3.5016 -7.1786 0.9158  0.4287
6 C -6.3519 0.1198 -0.3377  -0.6435
7 H -3.1994 5.9208 2.0127  0.3774
8 H -0.8866 5.0615 1.8675  0.4520
9 H -1.5334 0.1755 1.5180  0.6111
10 H -3.1050 -1.2139 -2.7579  0.4303
11 C 1.7222 -4.3111 0.2122  0.7304
12 H -4.4431 3.4435 -1.2727  0.4139
13 H -2.3407 -2.1924 -1.4865  0.4226
14 C 1.0764 -2.1726 -1.4247  1.0538
15 H -1.3561 -1.3263 -2.6848  0.2444
16 C -5.0790 -0.0607 -0.8636  -0.3938
17 H 0.5255 -5.4410 -1.1621  0.2709
18 C -3.6631 3.8028 -0.6143  -0.6628
19 H -5.5356 1.9161 2.4093  0.4030
20 C -2.3672 3.3179 -0.7054  0.2106
21 C -1.1554 -0.3122 0.6170  -0.9652
22 H 2.6304 5.3723 3.0665  0.3146
23 H 1.8395 -4.5178 2.9745  0.4306
24 H 1.1487 -7.2747 1.9174  0.4481
25 H 0.0320 -5.9310 1.6456  0.3901
26 H 2.8489 -2.8570 1.3810  0.3948
27 H 2.7589 -6.0237 3.0474  0.4535
28 C 3.2201 -6.2914 0.3438  -1.6313
29 C -3.9297 4.7504 0.3676  -0.6300
30 C 2.2259 -3.0419 0.5188  -0.8567
31 C 2.2946 3.1206 -0.1737  0.5742
32 H 0.9224 4.3246 0.9513  0.4581
33 H -7.5122 0.9689 1.2539  0.3859
34 C -6.5211 0.8283 0.8408  -0.5017
35 C 3.9202 1.8272 -1.4214  0.7725
36 H 0.5825 -6.9255 0.2933  0.3608
37 H -0.1060 -0.0280 0.5325  0.0146
38 O 1.5960 1.2725 -1.5060  -0.8762
39 H -1.2025 -1.3926 0.7801  0.3370
40 O 0.8957 -0.9556 -2.0610  -0.5452
41 C -3.9502 0.4652 -0.2362  0.7959
42 H 4.1727 5.5319 1.3815  0.4136
43 C 0.5698 -3.4053 -1.7554  -1.7314
44 C -2.2572 -1.2750 -2.0774  -1.1642
45 C 3.1927 5.0797 1.2112  -1.0374
46 C -2.9460 5.1969 1.2494  -0.8101
47 H 5.4886 4.1395 0.2294  0.3277
48 Ir -1.2644 2.1367 -1.7906  1.1272
49 H 3.5178 -4.5729 2.4153  0.3027
50 H 4.3121 -0.2389 -1.8449  0.1989
51 C 0.9121 -4.4619 -0.9160  -0.5156
52 N -0.1862 3.1119 -0.2254  -0.4580
53 C -5.4121 1.3570 1.4900  -0.7488
54 H -3.2983 1.6117 1.4680  0.1724
55 H 2.9069 -6.6116 -0.6513  0.3778
56 H 3.4985 0.6226 -3.1580  0.3781
57 C 4.2499 0.7158 -2.3729  -1.3981
58 I -2.6106 1.7732 -3.9760  -0.4063
59 H 5.2185 0.9141 -2.8243  0.4910
60 C 1.8847 -2.0050 -0.3160  0.0921
61 N 4.9130 2.5736 -0.9655  -0.6555
62 C 2.5791 -5.1274 2.4521  -1.9406
63 H 2.5574 5.8388 0.7386  0.3726
64 H 4.1042 -5.6612 0.2315  0.3627
65 C 0.9378 3.5234 0.2208  0.2771
66 C -1.6389 4.7209 1.1680  -0.9185
67 Si -2.2025 0.1797 -0.8866  0.5113
68 C 3.3679 3.8998 0.2991  0.4286
69 O 2.6169 4.6421 2.4400  -0.5228
70 H -7.2114 -0.2957 -0.8489  0.4005
71 C 0.8889 -6.4657 1.2324  -1.7252
72 B 1.5876 -0.0699 -1.2682  1.1421
73 H -4.9339 5.1450 0.4630  0.4018
74 O 2.2352 -0.6691 -0.2004  -0.5511
75 C 2.0935 -5.5314 1.0574  2.0373
76 H -4.9716 -0.6135 -1.7890  0.2330
77 H -0.0673 -3.5470 -2.6169  0.5355

Spin multiplicity   1
ΔE to the lowest compared entry with this formula, charge and spin   4.0 kcal/mol
LUMO   -0.9005 eV
Kohn-Sham gap   6.8 eV
E_tot   -64420.931 eV

---

Record 2
Entry from the OMol25 dataset: C32H35GaIN5O2S as an isolated structure at a distorted geometry (wB97M-V/def2-TZVPD).

Last column: Mulliken charge in e.
CARTESIAN COORDINATES (ANGSTROEM)
1 C 2.7996 2.0471 -2.1795  0.5775
2 H 5.6744 1.2648 -3.7518  0.5173
3 H 0.7523 -0.3829 -3.0437  0.6541
4 Ga 1.0112 0.6827 -0.2548  1.3014
5 N -0.0566 -0.8613 -1.2479  0.3099
6 H -4.2147 -5.0265 0.3531  0.3973
7 C 4.7698 1.1294 -3.2165  -0.4693
8 H 3.7348 0.8122 2.3272  0.1004
9 C 2.3708 -1.2806 1.1746  -0.0125
10 C 0.5149 3.0884 -2.1371  0.8086
11 C -4.6978 -2.1120 -1.1433  -0.5412
12 C -0.7592 0.6397 4.4361  -0.5698
13 C -0.3421 0.5901 3.1289  0.2411
14 C 3.0349 4.2925 1.4991  -1.0682
15 C -0.7720 -1.9610 -3.2982  -1.7382
16 C -4.7029 -4.0728 0.5187  -0.7046
17 H -5.4835 -0.7929 0.3208  0.4070
18 H 2.3400 4.0108 -2.3076  0.3765
19 O -2.0400 -4.0368 0.4319  -0.5897
20 H 2.7193 -1.3173 0.1461  0.2209
21 C -4.7859 -0.7611 -0.4743  -0.9406
22 H 2.7653 -1.2092 -1.9410  0.5337
23 H 3.6279 4.4364 0.5343  0.2584
24 H -5.3207 -4.6178 2.6787  0.3738
25 H 4.2300 1.4500 0.7494  0.1717
26 H -4.2160 -2.0387 -2.0922  0.3610
27 C 1.5242 -0.9939 3.7326  0.6181
28 H 4.9557 -0.9646 -3.1464  0.4964
29 H 2.1120 4.8938 1.4974  0.3851
30 C 0.0612 0.0294 5.4597  -0.8427
31 C 2.5329 -1.9081 3.4673  -0.7020
32 C -1.6166 3.9417 -2.9385  -0.4260
33 H -3.8193 -0.4444 -0.0027  0.0172
34 C 2.9680 -2.0389 2.1751  -1.2458
35 H 0.3609 5.0366 -3.1649  0.3468
36 H -0.6919 -2.2024 -4.3605  0.4353
37 H -1.8258 1.0155 -1.3129  0.6332
38 H -1.6474 1.1793 4.7394  0.4813
39 C 4.0288 2.1784 -2.8737  -0.9803
40 C 3.1373 -0.2173 -2.1355  0.1060
41 C -0.9107 -1.6127 -0.5567  -0.5250
42 C -1.8380 -2.4456 -1.1817  -0.0943
43 H -5.0387 -0.0302 -1.2029  0.4066
44 S 2.3916 2.6260 1.7779  0.5529
45 C -1.4071 1.9018 -1.7826  -0.3186
46 N 1.9109 3.0996 -2.1114  0.0902
47 N 2.4096 0.8490 -1.7933  0.5386
48 H -0.7918 -1.5510 0.5623  0.2564
49 H -3.7976 -3.7263 2.5012  0.2700
50 C 1.1570 -0.6836 5.0626  -1.0861
51 H -0.1747 0.0401 6.5246  0.4019
52 H 3.7000 4.6292 2.3380  0.4564
53 H 4.6533 2.3148 2.2639  0.5797
54 N -0.0803 2.0452 -1.6083  0.0191
55 C 4.3098 -0.1716 -2.8841  -1.5083
56 O 1.6296 2.4327 0.4373  -0.3540
57 H -5.6939 -2.5929 -1.1966  0.3878
58 C 3.8667 1.7584 1.7513  -0.6417
59 H 4.3555 3.1972 -3.2133  0.3660
60 C 0.8075 -0.2491 2.7150  0.8743
61 H -5.3695 -2.9658 2.1256  0.2940
62 H 1.7006 -1.1570 5.8154  0.5161
63 H 2.7673 -2.6039 4.2383  0.4779
64 H -3.2714 2.6091 -2.6346  0.4421
65 C -2.6308 -3.2412 -0.2458  0.0764
66 C -2.2009 2.7326 -2.5431  -1.2364
67 C -1.7888 -2.5745 -2.5762  0.1971
68 I -1.4134 1.4762 1.6492  0.3314
69 N -3.9564 -3.0176 -0.1840  0.3221
70 C -0.2114 4.1333 -2.7862  -0.9661
71 H -2.5601 -3.1560 -3.1059  0.6044
72 H 3.7389 -2.7055 1.9630  0.5571
73 C 1.3875 -0.3608 1.4258  -0.5873
74 H -5.7076 -4.2377 0.1819  0.4518
75 C 0.0118 -1.0224 -2.5762  0.1995
76 C -4.8015 -3.8512 2.0404  -1.1268
77 H -2.1867 4.6332 -3.5381  0.4756

Spin multiplicity   1
ΔE to the lowest compared entry with this formula, charge and spin   26.3 kcal/mol
Charge   +2
LUMO   -5.3452 eV
Kohn-Sham gap   7.6 eV
E_tot   -116596.406 eV

---

Record 3
Entry from the OMol25 dataset: C32H35N7OReTe as an isolated structure at a distorted geometry (wB97M-V/def2-TZVPD).

Last column: Mulliken charge in e.
CARTESIAN COORDINATES (ANGSTROEM)
1 H -0.3084 -0.7789 -4.0659  0.1983
2 H 2.4051 -5.6916 3.4655  0.3688
3 N 2.2068 1.8033 -2.7056  0.3894
4 N -0.8131 -1.7093 0.0251  -0.0814
5 H 2.8109 0.4677 -5.7130  0.3387
6 O 0.4712 0.3744 -2.3262  -1.0814
7 H 2.9101 -2.5029 4.7766  0.4418
8 C 2.0376 1.2023 -5.4591  -0.6420
9 C -1.7849 -3.4766 0.9009  -0.0911
10 C -2.4398 -3.1940 -0.2810  -1.3496
11 C 6.5580 -1.2376 0.9502  -0.6423
12 C -0.6114 1.6237 5.0315  -1.2518
13 C 4.8244 0.2666 -0.5948  0.1654
14 H 0.1780 -4.6613 2.3212  0.5722
15 C -0.2357 0.8432 2.7381  1.8278
16 H 4.9547 -2.6357 1.1444  0.4598
17 H -1.9822 -1.5491 -1.7175  0.4698
18 C 6.9885 -0.0431 0.3942  -0.5404
19 H 1.4341 1.3814 -6.3505  0.3881
20 C -1.7038 1.9202 -1.0602  -0.2560
21 C -2.1077 3.2620 0.6314  0.1296
22 C -0.3038 0.6281 4.1395  -0.9455
23 N -0.9525 1.5107 -0.0375  -0.3682
24 C 6.1157 0.7105 -0.3736  -0.6135
25 N 0.2503 -0.1109 1.8886  0.1928
26 H 2.7939 -4.8777 4.9826  0.3899
27 C 0.7255 -1.3008 2.4779  0.1258
28 C 0.2883 -0.4173 -4.8980  -0.9877
29 H 7.2372 -1.8324 1.5415  0.4033
30 H 3.7344 3.1335 -3.2060  0.3954
31 N -1.1957 2.3320 0.9975  0.6122
32 C 2.0189 -5.0273 4.2374  -1.5873
33 H 4.1632 0.8398 -1.2249  0.1597
34 H 1.1752 -5.5324 4.7063  0.3570
35 C 5.2679 -1.6903 0.7279  -0.4707
36 H 6.4475 1.6345 -0.8244  0.4263
37 C -1.1118 4.0397 5.5526  -1.5555
38 H 2.1889 -0.4012 3.7502  0.6763
39 C 3.2644 2.2367 -3.6086  -0.7096
40 N -0.8057 -2.5689 1.0613  0.2844
41 C 2.6734 2.4984 -4.9831  -0.7123
42 H 0.8682 -1.2491 -5.3004  0.3534
43 H 3.0238 2.9063 -1.1464  0.4579
44 C 1.2645 0.9260 -3.1382  0.4570
45 C 0.1804 -2.5344 2.0708  -0.0171
46 H -1.6738 1.4056 -2.0027  0.5832
47 H 4.0205 1.4452 -3.6801  0.3386
48 H 8.0066 0.2858 0.5362  0.4064
49 C -0.7361 2.1103 2.3082  0.0594
50 N 1.1723 0.6352 -4.4394  0.1464
51 H 1.9226 3.2875 -4.9233  0.3393
52 H -0.6637 1.3910 6.0848  0.4044
53 C -0.9234 3.1391 3.2254  -0.9254
54 C 1.5829 -3.7340 3.6376  0.2817
55 H -3.2718 -3.7189 -0.7019  0.4611
56 C 2.0700 2.4656 -1.4293  -0.6887
57 H -3.1605 3.5790 -1.2695  0.4757
58 H -0.1186 -0.3642 4.5166  0.4891
59 C -0.8470 2.9325 4.5963  0.4017
60 C 0.6046 -3.7238 2.6476  -0.4277
61 C 1.7284 -1.3285 3.4499  -0.0711
62 H -2.4967 4.0018 1.2988  0.4489
63 C 4.3934 -0.9336 -0.0431  0.1202
64 C 2.1421 -2.5170 4.0192  -1.0309
65 C -1.7918 -2.0792 -0.8013  0.0125
66 H -2.1784 4.2715 5.5690  0.3184
67 C -2.4493 3.0319 -0.6840  -1.3865
68 H -1.9831 -4.2443 1.6206  0.5116
69 H 1.7908 1.7559 -0.6143  0.1282
70 H 1.3135 3.2583 -1.4671  0.3499
71 H -1.1647 4.1306 2.8737  0.5202
72 Te 2.4758 -1.7294 -0.5972  0.2841
73 H -0.8125 3.7651 6.5596  0.3939
74 H -0.5886 4.9465 5.2570  0.3917
75 H -0.3745 -0.0366 -5.6756  0.3516
76 Re 0.4179 -0.0507 -0.1893  0.8072
77 H 3.4524 2.8257 -5.6703  0.3674

Spin multiplicity   2
ΔE to the lowest compared entry with this formula, charge and spin   41.8 kcal/mol
Charge   +2
LUMO (spin up / spin down)   -6.5223 / -7.3459 eV
Kohn-Sham gap (spin up / spin down)   6.0 / 5.3 eV
E_tot   -55639.255 eV